P.
The following is a quantum chemistry calculation of an isolated ion of composition C5H14N2 and charge -1, from the OMol25 dataset.

Calculated values
E_LUMO (spin up / spin down)	3.51 / 3.39	eV
molar mass	102.18	g mol⁻¹
E_HOMO (spin up / spin down)	0.0526 / -0.1842	Ha
charge	-1
2S+1	2

Geometry (Å):
C -1.20 -1.28 1.27
N -1.25 0.06 0.74
C 0.06 0.73 0.77
C 1.09 0.21 -0.24
C 1.70 1.34 -1.08
N 2.10 0.94 -2.42
C -2.55 -1.97 1.21
H -0.51 -1.91 0.68
H -0.78 -1.28 2.28
H -1.58 -0.05 -0.21
H 0.40 0.68 1.79
H -0.16 1.77 0.61
H 0.68 -0.55 -0.90
H 1.88 -0.29 0.32
H 2.41 1.87 -0.45
H 0.91 2.10 -1.19
H 3.09 1.13 -2.57
H 1.54 1.43 -3.11
H -2.56 -2.83 1.88
H -2.75 -2.41 0.23
H -3.36 -1.28 1.47

Q.
The following is a quantum chemistry calculation of an isolated ion of composition C5H14N2 and charge -1, from the OMol25 dataset.

Calculated values
E_LUMO (spin up / spin down)	4.15 / 4.02	eV
molar mass	102.18	g mol⁻¹
E_HOMO (spin up / spin down)	0.0506 / -0.1833	Ha
charge	-1
2S+1	2

Geometry (Å):
C 0.19 2.23 -0.11
C 0.62 1.35 1.04
N 1.41 0.17 0.73
C 1.07 -0.59 -0.47
C 0.33 -1.86 -0.15
N -0.99 -1.63 0.44
C -1.99 -1.07 -0.47
H -0.63 2.85 0.19
H 1.02 2.78 -0.55
H -0.28 1.70 -0.96
H 1.28 1.97 1.67
H -0.24 1.07 1.65
H 2.38 0.46 0.64
H 0.42 0.03 -1.09
H 2.00 -0.74 -1.04
H 0.87 -2.52 0.52
H 0.12 -2.41 -1.07
H -0.87 -1.03 1.25
H -2.91 -1.64 -0.38
H -1.66 -1.11 -1.52
H -2.13 0.00 -0.29

What are the relative energies? In hartree: P 0.0000; Q 0.0077.

P.
The following is a quantum chemistry calculation of ClFe as an isolated structure, from the OMol25 dataset.

Calculated values
E_LUMO (spin up / spin down)	-14.26 / -17.20	eV
molar mass	91.30	g mol⁻¹
E_HOMO (spin up / spin down)	-0.9526 / -0.9051	Ha
charge	+2
2S+1	6

Geometry (Å):
Fe -7.54 13.62 -32.93
Cl -6.06 13.55 -34.63

Q.
The following is a quantum chemistry calculation of ClFe as an isolated structure, from the OMol25 dataset.

Calculated values
E_LUMO (spin up / spin down)	-15.12 / -17.37	eV
molar mass	91.30	g mol⁻¹
E_HOMO (spin up / spin down)	-0.8656 / -0.8435	Ha
charge	+2
2S+1	6

Geometry (Å):
Fe 0.89 -0.19 1.06
Cl -0.89 0.19 -1.06

What are the relative energies? In hartree: P 0.0000; Q 0.0457.

P.
The following is a quantum chemistry calculation of CH6N3O as an isolated structure, from the OMol25 dataset.

Calculated values
E_LUMO (spin up / spin down)	-5.23 / -5.23	eV
molar mass	76.08	g mol⁻¹
E_HOMO (spin up / spin down)	-0.5363 / -0.5363	Ha
charge	+1

Geometry (Å):
C 0.95 0.56 0.07
N -0.90 -1.45 0.03
N -1.76 0.66 -0.08
N -0.76 -0.14 -0.16
O -2.92 0.28 -0.03
H 1.58 -0.30 -0.06
H 0.91 0.96 1.07
H 1.01 1.29 -0.73
H -0.27 -2.05 -0.47
H -1.88 -1.75 0.11
H -1.53 1.67 -0.09

Q.
The following is a quantum chemistry calculation of an isolated ion of composition CH6N3O and charge +1, from the OMol25 dataset.

Calculated values
E_LUMO	-5.37	eV
SMILES	[H]/N=[N+](/N)OC
molar mass	76.08	g mol⁻¹
E_HOMO	-0.6137	Ha
charge	+1

Geometry (Å):
C 1.61 0.12 0.07
N -0.86 -1.29 -0.10
N -1.84 0.71 0.00
N -0.77 -0.08 0.05
O 0.34 0.75 0.14
H 1.82 -0.02 -1.02
H 1.85 -0.77 0.60
H 2.43 0.74 0.28
H 0.01 -1.80 -0.42
H -2.63 0.02 0.02
H -1.95 1.64 0.38

What are the relative energies? In hartree: P 0.0055; Q 0.0000.

P.
The following is a quantum chemistry calculation of a 2-piece molecular cluster, CH6N3O overall, from the OMol25 dataset.

Calculated values
E_LUMO	-3.64	eV
molar mass	76.08	g mol⁻¹
E_HOMO	-0.5273	Ha
charge	+1

Geometry (Å):
C 1.67 -1.06 -0.51
N 2.43 -1.60 0.20
N -1.70 1.21 0.64
N 0.98 -0.28 -1.18
O -0.79 0.18 0.60
H 2.63 -2.53 0.66
H -1.41 2.02 0.21
H -1.91 1.44 1.54
H -2.55 0.92 0.23
H 0.79 -0.47 -2.18
H -0.13 0.16 -0.22

Q.
The following is a quantum chemistry calculation of an isolated ion of composition CH6N3O and charge +1, from the OMol25 dataset.

Calculated values
E_LUMO (spin up / spin down)	-6.23 / -6.23	eV
SMILES	CN(N)[NH+]=O
molar mass	76.08	g mol⁻¹
E_HOMO (spin up / spin down)	-0.5535 / -0.5535	Ha
charge	+1

Geometry (Å):
C -0.79 -0.22 0.19
N 1.37 0.86 0.21
N 1.13 -1.02 -0.89
N 0.60 -0.13 -0.17
O 2.68 -0.84 -1.16
H -1.36 0.61 -0.23
H -0.91 -0.21 1.27
H -1.21 -1.15 -0.20
H 1.08 1.51 0.92
H 2.35 0.69 -0.11
H 0.75 -1.84 -1.34

What are the relative energies? In hartree: P 0.0000; Q 0.1147.

P.
The following is a quantum chemistry calculation of an isolated ion of composition C3H8NSe and charge +1, from the OMol25 dataset.

Calculated values
E_LUMO	-3.77	eV
SMILES	C1C[Se]C[NH2+]1
molar mass	137.06	g mol⁻¹
E_HOMO	-0.4756	Ha
charge	+1

Geometry (Å):
C 0.51 -0.50 -0.58
C -0.89 -1.31 -0.27
C -0.23 0.80 1.34
N 0.37 0.85 0.00
Se -1.68 -0.64 1.35
H 1.42 -0.96 -0.31
H 0.63 -0.40 -1.72
H -1.65 -1.29 -1.09
H -0.67 -2.49 -0.21
H 0.53 0.50 2.08
H -0.90 1.64 1.75
H 1.36 1.18 0.02
H -0.23 1.24 -0.77

Q.
The following is a quantum chemistry calculation of an isolated ion of composition C3H8NSe and charge +1, from the OMol25 dataset.

Calculated values
E_LUMO	-3.68	eV
SMILES	C1C[Se]C[NH2+]1
molar mass	137.06	g mol⁻¹
E_HOMO	-0.4797	Ha
charge	+1

Geometry (Å):
C -0.47 0.71 0.53
C 0.97 1.36 -0.34
C 0.76 -1.36 -0.08
N -0.57 -0.67 0.02
Se 2.26 -0.03 0.05
H -0.22 0.73 1.58
H -1.34 1.31 0.29
H 0.71 1.45 -1.39
H 1.23 2.31 0.11
H 0.88 -2.08 0.74
H 0.83 -1.89 -1.03
H -1.20 -1.21 0.61
H -0.99 -0.63 -0.92

What are the relative energies? In hartree: P 0.0179; Q 0.0000.

P.
The following is a quantum chemistry calculation of C37H37ClN8O4SiSr as an isolated structure, from the OMol25 dataset.

Calculated values
E_LUMO (spin up / spin down)	3.68 / 3.68	eV
molar mass	808.91	g mol⁻¹
E_HOMO (spin up / spin down)	-0.0606 / -0.0214	Ha
charge	-2

Geometry (Å):
Sr 0.71 0.69 0.04
C -2.35 -0.04 3.77
C -1.51 0.67 2.93
N -0.24 0.32 2.63
C 0.30 -0.69 3.31
C -0.46 -1.43 4.30
C -1.79 -1.03 4.55
C 0.11 -2.65 4.75
C 1.35 -3.07 4.30
C 2.16 -2.30 3.44
C 3.38 -2.79 2.90
C 4.09 -2.00 2.02
C 3.55 -0.80 1.58
N 2.30 -0.39 1.98
C 1.63 -1.14 2.92
H -3.29 0.36 4.00
H -1.94 1.56 2.43
H -2.30 -1.61 5.29
H -0.43 -3.15 5.51
H 1.63 -4.07 4.54
H 3.71 -3.82 3.12
H 5.08 -2.35 1.65
H 4.05 -0.12 0.92
N 2.45 3.13 2.38
C 3.21 3.17 1.21
N 4.29 3.96 1.38
C 5.13 3.84 0.39
N 6.42 4.34 0.57
N 4.92 3.25 -0.73
C 3.81 2.49 -0.86
N 2.89 2.39 0.16
C 3.53 1.79 -2.05
C 4.37 1.60 -3.17
C 3.98 0.80 -4.21
C 2.71 0.26 -4.23
C 1.94 0.40 -3.03
N 2.24 1.19 -2.05
H 2.39 3.95 3.02
H 1.58 2.62 2.43
H 6.44 5.20 1.12
H 6.98 4.38 -0.30
H 5.35 2.09 -3.14
H 4.59 0.72 -5.12
H 2.40 -0.54 -4.94
H 1.03 -0.07 -2.93
C -1.32 -3.10 0.82
C -0.29 -3.10 -0.32
C -1.04 -3.06 -1.67
C 0.44 -4.46 -0.20
C 0.66 -1.95 -0.15
H -1.86 -3.99 0.81
H -1.97 -2.20 0.81
H -0.77 -3.09 1.79
H -1.57 -4.04 -1.89
H -0.36 -2.79 -2.48
H -1.86 -2.30 -1.54
H -0.31 -5.32 -0.28
H 1.01 -4.52 0.76
H 1.13 -4.52 -0.97
H 1.58 -2.26 -0.71
O -0.16 4.00 4.18
Cl -1.16 4.25 3.16
O -1.24 5.68 2.94
O -2.48 3.80 3.63
O -0.81 3.55 1.91
C -5.60 -1.60 0.42
C -5.24 -1.69 -0.92
C -4.38 -0.76 -1.50
C -3.77 0.27 -0.78
C -4.11 0.32 0.58
C -5.03 -0.58 1.16
Si -2.41 1.59 -1.51
C -2.82 1.38 -3.41
C -2.02 0.44 -4.07
C -2.07 0.25 -5.42
C -2.95 0.97 -6.24
C -3.66 2.04 -5.60
C -3.64 2.21 -4.23
H -6.14 -2.43 0.90
H -5.48 -2.53 -1.56
H -4.18 -0.86 -2.56
H -3.58 1.05 1.21
H -5.15 -0.52 2.19
H -3.25 2.93 -1.40
H -1.44 -0.25 -3.45
H -1.43 -0.56 -5.81
H -3.15 0.79 -7.29
H -4.30 2.73 -6.22
H -4.16 3.15 -3.86

Q.
The following is a quantum chemistry calculation of C37H37ClN8O4SiSr as an isolated structure, from the OMol25 dataset.

Calculated values
E_LUMO (spin up / spin down)	4.24 / 4.17	eV
molar mass	808.91	g mol⁻¹
E_HOMO (spin up / spin down)	-0.0438 / -0.0173	Ha
charge	-2

Geometry (Å):
Sr 1.78 -0.50 -0.46
C 1.72 2.06 4.39
C 1.98 0.98 3.37
N 2.38 1.12 2.05
C 2.65 2.51 1.75
C 1.97 3.58 2.26
C 1.80 3.33 3.91
C 2.12 4.89 1.99
C 2.70 5.23 0.65
C 3.15 4.27 -0.17
C 3.48 4.44 -1.57
C 3.81 3.33 -2.52
C 3.49 2.10 -1.87
N 3.09 1.85 -0.57
C 2.99 2.83 0.27
H 1.24 1.54 5.30
H 1.18 0.14 3.61
H 1.13 4.38 4.42
H 1.63 5.78 2.31
H 2.89 6.28 0.39
H 3.27 5.46 -2.10
H 4.42 3.25 -3.41
H 3.52 1.24 -2.50
N 2.36 -4.05 -0.43
C 1.28 -3.80 -1.27
N 0.39 -4.76 -1.40
C -0.78 -4.48 -1.92
N -1.82 -5.23 -1.76
N -0.94 -3.35 -2.72
C -0.06 -2.36 -2.47
N 0.96 -2.55 -1.57
C -0.28 -0.99 -2.99
C -1.33 -0.75 -4.04
C -1.36 0.53 -4.60
C -0.64 1.48 -4.16
C 0.15 1.36 -3.01
N 0.37 0.11 -2.56
H 2.70 -5.03 -0.58
H 3.12 -3.32 -0.84
H -3.99 2.63 -7.93
H -2.73 -4.91 -2.20
H -1.79 -1.61 -4.72
H -1.79 0.85 -5.61
H -0.50 2.44 -5.08
H 0.80 1.89 -2.46
C -0.62 3.14 -0.01
C -1.56 2.03 0.66
C -2.69 1.45 -0.34
C -2.27 2.87 1.66
C -0.79 0.65 1.09
H 0.10 2.69 -0.81
H 0.09 3.45 0.67
H -1.59 3.44 -0.42
H -2.59 0.44 -0.79
H -2.11 1.75 -1.29
H -3.66 2.01 0.10
H -3.08 3.47 1.49
H -1.71 3.41 2.50
H -2.93 2.17 2.37
H 0.23 1.03 1.84
O 5.55 -0.18 -2.15
Cl 4.60 -1.27 -1.84
O 4.25 -1.15 -0.48
O 4.99 -2.61 -2.08
O 3.37 -1.02 -2.57
C 0.96 -4.64 2.97
C -0.39 -4.73 2.47
C -1.05 -3.56 2.18
C -0.51 -2.30 1.97
C 0.89 -2.30 2.27
C 1.45 -3.42 2.86
Si -1.37 -1.10 0.75
C -3.15 -1.30 1.15
C -3.87 -0.76 2.25
C -5.16 -1.22 2.41
C -5.79 -2.10 1.56
C -5.12 -2.44 0.33
C -3.84 -2.02 0.24
H 1.68 -5.36 3.44
H -0.95 -5.70 2.37
H -2.03 -3.65 1.93
H 1.53 -1.41 2.32
H 2.53 -3.00 3.58
H -1.11 -2.00 -0.42
H -3.33 -0.20 2.89
H -5.74 -1.01 3.28
H -6.72 -2.48 1.79
H -5.57 -3.00 -0.58
H -3.44 -2.28 -0.75

What are the relative energies? In hartree: P 0.0000; Q 0.5849.